8
Properties=species:S:1:pos:R:3:lowdin_charge:R:1 method="wB97M-V/def2-TZVPD" homo_energy_ev="-9.375 / -10.077" homo_lumo_gap_ev="7.384 / 8.719" de_lowest_ev=6.349 e_tot_ha=-2856.4141 smiles="O=[N+]([O-])/C=C/Br" mol_weight_g_mol=151.947 max_force_ev_per_a=8.033
O 0.780 -1.454 -0.397 0.000
N 1.103 -0.571 0.390 -0.483
O 2.058 -0.659 1.139 0.067
C 0.177 0.477 0.536 0.061
C -1.020 0.282 -0.769 -0.510
Br -2.644 1.072 -0.648 0.758
H 0.356 1.387 1.142 0.106
H -0.809 -0.534 -1.393 0.001